Entry 1:
# C5H5AuBCl3F2N3OS3

A molecular structure, C5H5AuBCl3F2N3OS3 in a non-equilibrium geometry (wB97M-V/def2-TZVPD, the OMol25 dataset).

Its calculated total energy is -3368.27258 Eh. For the HOMO energy, the calculation gives -12.28 eV. Its max |F| is 1.3 eV/Å. Its HOMO-LUMO gap is 8.08 eV. As for the total charge: +1. For the LUMO energy, the calculation gives -4.198 eV.

Structure (XYZ):
```
24
Properties=species:S:1:pos:R:3:forces:R:3
Au -0.613623 -0.176182 -1.708122 -0.0611 1.0797 0.6729
O -1.408659 2.217130 -2.768698 0.1422 0.4264 -0.0253
S -0.141535 2.675129 -2.180317 -0.1347 -0.6351 -0.0204
N 0.692542 1.590795 -1.572674 0.0627 -0.1500 -0.2891
S 2.046682 -1.544842 -1.069784 0.0004 -0.2042 -0.0764
C 2.163739 -0.360890 0.183036 -0.1144 0.0419 0.0677
N 3.027324 0.604665 0.045882 0.1083 0.0406 0.0308
C 2.903156 1.722224 0.986918 -0.0247 -0.0466 -0.0170
C 2.215019 1.141131 2.216779 -0.0355 -0.0415 -0.0121
S 1.235315 -0.283039 1.617853 0.0360 0.0714 0.0062
H 3.507277 0.735128 -0.835673 -0.0345 0.0028 -0.0183
H 2.292143 2.483574 0.498473 0.0039 0.0080 -0.0059
H 3.886660 2.120131 1.223264 -0.0047 0.0252 -0.0059
H 1.538607 1.852792 2.681243 0.0121 0.0098 0.0068
H 2.919897 0.771739 2.958138 0.0121 -0.0091 -0.0120
Cl -5.550324 -2.201166 -1.252618 0.0128 -0.0101 -0.0207
C -4.764237 -1.422130 0.116983 -0.1175 -0.0237 0.0807
Cl -4.470118 -2.575963 1.419964 0.0082 0.0032 0.0018
Cl -5.701651 -0.045062 0.686471 0.0112 0.0234 0.0130
C -3.459229 -0.928635 -0.340565 0.0304 0.1638 -0.0027
N -2.450166 -0.535544 -0.702738 -0.1040 -0.8031 -0.3527
F -0.038487 -3.068707 -1.803813 -0.0874 -0.0420 -0.0858
B 0.353115 -2.314939 -0.796967 0.3680 -0.0711 -0.0216
F -0.183447 -2.457339 0.396965 -0.0899 0.1405 0.0857
```
Positions in Å, forces in eV/Å.

Entry 2:
# C24H25BCrF2N2O5P

A molecular structure, C24H25BCrF2N2O5P (wB97M-V/def2-TZVPD, the OMol25 dataset).

Its calculated total energy is -3025.84714 Eh. For the HOMO energy (spin up / spin down), the calculation gives -8.38 / -7.17 eV. Its max |F| is 0.7 eV/Å. Its HOMO-LUMO gap (spin up / spin down) is 8.62 / 7.41 eV. Its spin multiplicity is 4. As for the total charge: 0. Its expectation value of S² is 4.033. For the LUMO energy (spin up / spin down), the calculation gives 0.243 / 0.245 eV.

Structure (XYZ):
```
61
Properties=species:S:1:pos:R:3:forces:R:3
Cr -0.977566 0.940306 0.557409 0.5461 0.4863 -0.0018
O -0.086806 1.317572 2.885914 0.0952 0.1065 0.0595
C -0.291867 2.678128 3.306334 -0.0112 -0.1179 -0.0085
C 0.320951 3.596048 2.271738 0.0199 0.1256 0.0549
N -0.307918 3.477861 0.966083 -0.0429 -0.2251 0.0364
C -1.560539 4.203847 0.819613 -0.1055 0.1190 -0.0861
C -2.834262 3.397855 1.059340 0.2133 -0.1029 0.0156
O -3.936883 3.849255 1.017922 -0.0881 0.0902 -0.0473
O -2.539949 2.122384 1.348317 -0.1930 -0.1293 0.1888
C 0.584144 3.662785 -0.170656 0.0128 0.1738 -0.0773
C 0.143892 2.842479 -1.388150 0.2295 -0.1793 0.0928
O 0.472061 3.192736 -2.501581 -0.0820 0.0383 0.0547
O -0.501062 1.750363 -1.102238 -0.1308 0.0623 -0.3206
H -0.736739 0.763098 3.337384 0.0134 0.0095 -0.0802
H -1.361284 2.863752 3.416579 -0.0086 0.0400 0.0061
H 0.190632 2.841676 4.273047 0.0171 -0.0007 -0.0088
H 0.283367 4.624336 2.662247 -0.0155 0.0036 -0.0269
H 1.375321 3.336035 2.166475 -0.0059 -0.0305 -0.0094
H -1.613747 5.094233 1.457596 0.0301 -0.0246 0.0285
H -1.653543 4.565316 -0.207190 0.0369 0.0021 -0.0082
H 0.689136 4.709660 -0.474177 -0.0014 0.0091 0.0205
H 1.572584 3.287315 0.098431 -0.0083 -0.0229 -0.0439
N 2.369369 0.784693 0.897568 0.0797 0.0317 0.0126
C 2.800069 -0.277342 0.101330 -0.0042 -0.0072 -0.0280
C 4.172921 -0.417041 -0.144403 -0.0454 0.0334 0.0510
C 4.657919 -1.443037 -0.923735 0.0132 -0.0582 -0.0584
C 3.789871 -2.376380 -1.487589 0.0634 0.0610 0.0385
C 2.437376 -2.233784 -1.267857 -0.0261 0.0307 0.0259
C 1.917517 -1.185081 -0.498177 0.1159 -0.1148 -0.0816
P 0.116989 -1.076464 -0.340667 -0.2656 0.0915 0.1328
C -0.355957 -2.634635 0.468946 0.0538 -0.0406 -0.0059
C -0.400454 -2.643997 1.861048 -0.0053 -0.0348 0.0114
C -0.701658 -3.808956 2.548897 -0.0049 -0.0040 -0.0174
C -0.975352 -4.973992 1.846448 -0.0008 -0.0058 0.0234
C -0.942030 -4.971463 0.459451 0.0005 0.0061 -0.0270
C -0.631068 -3.807751 -0.228296 0.0087 -0.0162 -0.0152
C -0.527738 -1.182862 -2.031420 -0.0139 -0.0691 -0.0095
C 0.228535 -0.808653 -3.135124 0.0089 0.0431 -0.0150
C -0.349593 -0.784504 -4.396241 -0.0064 -0.0040 -0.0009
C -1.681594 -1.131013 -4.559968 0.0130 0.0002 -0.0025
C -2.445621 -1.487961 -3.456455 -0.0011 0.0012 -0.0193
C -1.874467 -1.505674 -2.195313 -0.0407 0.0047 -0.0210
H 1.556606 0.616702 1.468314 -0.1553 -0.0626 0.0682
H 3.106337 1.174673 1.465349 0.0473 0.0227 -0.0340
H 4.857423 0.297071 0.299498 -0.0029 -0.0072 -0.0033
H 5.724876 -1.522166 -1.089740 -0.0069 -0.0107 -0.0032
H 4.166397 -3.190382 -2.091266 0.0022 0.0022 0.0030
H 1.750111 -2.943353 -1.713674 -0.0025 0.0061 0.0014
H -0.206687 -1.731958 2.414085 0.0081 0.0114 -0.0121
H -0.735756 -3.803494 3.630458 -0.0016 -0.0060 0.0000
H -1.222719 -5.882562 2.380088 0.0042 0.0029 -0.0006
H -1.161528 -5.877172 -0.091394 0.0028 0.0055 0.0100
H -0.617219 -3.809759 -1.311589 0.0004 -0.0032 0.0168
H 1.261065 -0.507339 -3.015406 -0.0114 -0.0128 0.0079
H 0.241825 -0.477944 -5.248900 0.0002 -0.0034 0.0052
H -2.129120 -1.109660 -5.545410 -0.0034 0.0052 0.0113
H -3.491688 -1.738660 -3.575912 0.0061 -0.0020 0.0050
H -2.486767 -1.756928 -1.336371 0.0271 -0.0021 0.0087
F -4.232754 0.374924 0.863759 -0.0690 0.1076 0.0634
B -2.964037 0.727670 1.062778 0.0137 -0.2505 -0.1450
F -2.251305 0.009210 2.116469 -0.3226 -0.1856 0.1643
```
Positions in Å, forces in eV/Å.

- Look up the calculated total energy of the first one.
  -3368.27258 Eh